Molecular formula: C7H10O2
Method: DFT, the ωB97M-V functional and the def2-TZVPD basis

Positions of all 19 atoms, in Å:
C1 -3.083 -0.529 0.760
C2 -1.984 -0.355 0.357
C3 1.598 -1.010 0.145
C4 1.608 0.483 0.147
C5 0.272 -1.275 -0.644
C6 0.205 0.898 0.595
C7 -0.662 -0.091 -0.300
O1 -0.273 2.199 0.123
O2 -0.837 0.422 -1.661
H1 -3.886 -0.537 1.419
H2 2.354 -1.392 -0.456
H3 1.475 -1.368 1.075
H4 2.448 1.021 0.865
H5 1.869 0.763 -0.797
H6 0.370 -1.159 -1.809
H7 0.011 -2.343 -0.441
H8 -0.124 0.650 1.559
H9 0.273 2.719 0.676
H10 -1.635 0.904 -1.614

Summary:
Gap between HOMO and LUMO (spin up / spin down)   5.1 / 6.8 eV
2S+1   3
Highest occupied orbital energy (spin up / spin down)   -0.1561 / -0.3728 Eh
<S²>   2.01
ΔE to the lowest compared entry with this formula, charge and spin   5.079 eV


Molecular formula: C4H8N2OS
Method: DFT, the ωB97M-V functional and the def2-TZVPD basis

Positions of all 16 atoms, in Å:
C1 0.189 -3.000 1.405
C2 -0.154 -1.616 1.934
C3 0.342 0.785 -0.962
C4 -0.527 1.925 -0.126
H1 -0.815 -3.488 0.765
H2 1.147 -3.074 0.694
H3 0.325 -3.533 2.544
H4 -0.125 -1.618 3.173
H5 -1.640 1.423 -0.190
H6 -0.228 2.071 0.887
H7 0.154 3.630 -0.772
H8 -1.012 3.196 -1.741
N1 -0.387 -0.574 1.205
N2 -0.733 3.248 -0.704
O1 0.829 1.117 -2.081
S1 0.270 -0.927 -0.358

Summary:
Gap between HOMO and LUMO   9.6 eV
Highest occupied orbital energy   -0.3393 Eh
ΔE to the lowest compared entry with this formula, charge and spin   3.815 eV


Molecular formula: C2H3BrN4O
Method: DFT, the ωB97M-V functional and the def2-TZVPD basis

Positions of all 11 atoms, in Å:
C1 -1.128 -0.339 1.140
C2 1.336 0.237 0.180
N1 0.236 -1.569 -0.686
N2 -1.763 -1.657 0.623
N3 -0.595 -1.186 0.171
N4 1.551 1.450 -0.103
O1 1.176 -0.625 -0.899
Br1 -1.820 1.066 -0.042
H1 -2.402 -1.388 -0.123
H2 1.544 2.088 0.708
H3 1.864 1.923 -0.968

Summary:
Gap between HOMO and LUMO   7.9 eV
Highest occupied orbital energy   -0.3144 Eh
ΔE to the lowest compared entry with this formula, charge and spin   5.957 eV


Molecular formula: C16H16N7O4SY
Method: DFT, the ωB97M-V functional and the def2-TZVPD basis

Positions of all 45 atoms, in Å:
Y1 7.074 10.282 7.624
N1 8.092 8.358 6.289
N2 7.249 7.678 5.395
C1 6.090 8.233 5.108
N3 5.334 7.863 4.043
N4 5.877 9.330 5.894
N5 4.701 9.997 6.125
O1 4.951 10.987 6.950
O2 3.647 9.793 5.552
H1 8.863 8.804 5.773
H2 8.593 7.708 6.945
H3 7.527 6.806 4.989
H4 5.244 6.845 3.823
H5 4.424 8.308 4.082
O3 4.951 10.751 10.807
S1 6.214 10.320 10.404
O4 6.318 9.164 9.399
N6 7.086 11.389 9.556
C2 6.935 12.788 9.587
C3 6.292 13.516 10.642
C4 5.896 14.847 10.376
C5 6.373 15.582 9.345
C6 7.047 14.868 8.289
C7 7.288 15.559 7.133
C8 7.623 14.821 6.005
C9 7.800 13.462 6.069
N7 7.571 12.717 7.202
C10 7.245 13.435 8.343
C11 7.156 9.699 11.866
C12 6.821 9.830 13.219
C13 7.651 9.413 14.244
C14 8.974 9.007 13.895
C15 9.341 8.870 12.574
C16 8.387 9.163 11.575
H6 5.923 13.087 11.526
H7 5.209 15.237 11.112
H8 6.171 16.635 9.211
H9 7.094 16.618 7.074
H10 7.739 15.364 5.030
H11 8.018 12.921 5.163
H12 5.840 10.295 13.437
H13 7.373 9.555 15.274
H14 9.759 8.853 14.682
H15 10.290 8.470 12.242
H16 8.549 8.905 10.505

Summary:
Gap between HOMO and LUMO   5.8 eV
Net charge   +2
Highest occupied orbital energy   -0.4939 Eh